25
Properties=species:S:1:pos:R:3 method="wB97M-V/def2-TZVPD" e_above_lowest_ev=0.076 molar_mass_da=604.2 multiplicity=3 gap_ha="0.234 / 0.171" homo_energy_ha="-0.1628 / -0.1939" charge=-1
Au -0.529 -0.832 -2.105
As -3.433 -1.809 -1.880
S -1.438 -3.002 -1.922
S -2.418 -0.056 -3.184
S -3.869 -0.874 0.065
S -5.031 -3.109 -2.238
P -0.112 1.564 -0.147
P 2.149 -0.483 -0.252
O -1.578 1.429 0.387
O 0.407 2.902 0.287
O 1.246 -1.409 -1.078
O 2.638 0.601 -1.290
O 0.009 1.183 -1.669
O 3.313 -0.882 0.577
N 1.845 1.307 1.772
C 0.995 0.395 0.937
C 0.221 -0.541 1.751
H -0.026 -1.396 1.097
H -2.236 0.656 0.139
H 1.683 1.218 2.781
H 0.677 -1.110 2.579
H -0.740 -0.064 2.062
H 1.504 2.313 1.565
H 1.894 0.862 -1.850
H 2.828 1.138 1.617